A structure of composition C78H63N11O3P2S4Se2Y in a non-equilibrium geometry. Source: OMol25; level of theory: the ωB97M-V functional and the def2-TZVPD basis.

ΔE to the lowest compared entry with this formula, charge and spin (kcal per mole): 17.4
Electronic energy (Eh): -10954.6157
HOMO (Ha): -0.336
LUMO energy (Eh): -0.0991
Net charge: +1
HOMO-LUMO gap (Eh): 0.2369

CARTESIAN COORDINATES (ANGSTROEM)
1 Y -0.7913 -0.3807 0.4429
2 Se -1.3265 2.4533 0.6032
3 Se -0.6594 3.8398 -5.1707
4 S -0.2277 -0.6065 3.9846
5 S 3.9136 -5.5457 -2.0377
6 S 2.5932 -0.3430 1.0506
7 S 2.5657 -0.3630 3.8930
8 P -1.1043 1.7918 -5.3282
9 P -1.1652 2.8552 -1.5255
10 O 4.8286 -5.0420 -1.0161
11 O 4.1859 -5.0370 -3.3678
12 O 3.6322 -6.9629 -1.9377
13 N -1.1764 -2.7590 -0.4160
14 N 1.2839 -1.1367 4.3011
15 N 2.7088 0.3565 2.5460
16 N -5.2740 -0.3790 -0.4162
17 N 1.3672 -0.0306 0.3185
18 N -1.3425 0.1568 -1.7001
19 N -10.0250 -0.5022 -5.2365
20 N -3.2746 -0.5895 0.4808
21 N -1.5379 -0.8405 -2.5667
22 N -0.7334 -0.6722 2.6104
23 N -1.5066 -0.3917 -3.7892
24 C 0.9966 -2.7781 -1.5330
25 C 1.3216 0.5853 -5.2450
26 C -1.1278 -1.6424 5.1084
27 C -0.2009 3.3675 4.4112
28 C -5.0984 3.3097 -2.1432
29 C 3.6403 2.8077 6.9277
30 C -0.4011 1.1658 6.1157
31 C -3.7512 2.2889 -5.5104
32 C -3.0798 0.5184 -6.9919
33 C 4.9181 1.1857 0.8547
34 C -5.0585 2.1643 -5.9450
35 C 3.5944 -4.6724 1.8872
36 C -6.2823 -0.4068 -1.4218
37 C 0.1772 -4.8233 -0.5741
38 C -2.7204 -3.2841 6.6390
39 C 2.3562 -4.7624 -1.5983
40 C 4.1683 -0.0842 -1.0744
41 C 5.1357 -1.1281 3.9120
42 C 0.6214 5.0069 -2.1200
43 C 2.7992 3.3031 -1.8350
44 C -0.2940 1.0038 4.7392
45 C -0.5699 -2.7665 5.6950
46 C -5.3822 1.2209 -6.9144
47 C 2.9985 4.6416 -2.1422
48 C 4.0216 0.3216 0.2487
49 C -4.1059 0.0429 1.3823
50 C -3.2673 -2.1544 6.0418
51 C 2.1590 -3.4216 -1.9120
52 C -2.4735 -1.3299 5.2646
53 C -4.0167 -0.8364 -0.5749
54 C 4.6192 -3.8029 1.5411
55 C 2.9423 0.9252 5.0589
56 C -0.3292 3.5487 5.7802
57 C 1.4074 -0.2505 -7.8843
58 C -1.1790 1.2954 -2.4095
59 C 1.3542 -5.4634 -0.9487
60 C -2.7110 3.6495 -2.0354
61 C 0.4175 3.6650 -1.8237
62 C 3.0424 0.5440 6.3923
63 C -8.5799 -0.6092 -2.0520
64 C -7.6096 -0.5917 -1.0659
65 C 5.9924 1.6572 0.1108
66 C 5.2588 0.3733 -1.7948
67 C -3.8369 2.8514 -1.8102
68 C 4.6354 -3.6881 4.8888
69 C 0.0118 -3.4784 -0.8455
70 C 6.1855 -1.9933 4.1534
71 C 2.4212 -0.1078 -5.7151
72 C -5.9094 -0.2452 -2.7504
73 C -0.1760 2.0844 3.8850
74 C 0.2397 0.8476 -6.0889
75 C 3.1650 2.2260 4.6417
76 C 6.1659 1.2441 -1.2024
77 C 3.3979 1.4976 7.3281
78 C -1.3807 -3.5921 6.4629
79 C -0.4182 2.4516 6.6307
80 C -2.7473 1.4694 -6.0372
81 C -4.3943 0.3984 -7.4288
82 C 3.0186 -2.0393 1.3359
83 C -1.2766 0.9380 -3.7426
84 C -2.8702 4.9114 -2.5917
85 C 4.3395 -2.4778 1.2602
86 C -8.2145 -0.4656 -3.3880
87 C 1.9849 -2.8972 1.6858
88 C 1.5140 2.8154 -1.6676
89 C 0.2993 0.4444 -7.4164
90 C 2.4624 -0.5379 -7.0354
91 C 5.9338 -3.2697 4.6462
92 C 2.2864 -4.2196 1.9710
93 C -6.8778 -0.2909 -3.7357
94 C -4.1394 5.3705 -2.9177
95 C -5.3447 0.1827 0.8445
96 C 1.9107 5.4909 -2.2756
97 C 3.5683 -2.8321 4.6494
98 C 3.8404 -1.5638 4.1697
99 C -9.2218 -0.4897 -4.4168
100 C 3.5177 3.1718 5.5961
101 C -5.2515 4.5744 -2.6980
102 H 7.1996 -1.6766 3.9532
103 H 1.4886 -4.9074 2.2169
104 H 5.4051 0.0414 -2.8135
105 H -9.6192 -0.7532 -1.7923
106 H 3.2498 -0.3129 -5.0499
107 H 1.3712 1.7723 -1.4034
108 H -0.2037 5.6882 -2.2395
109 H -1.6611 -2.4636 -1.2705
110 H -0.9622 -4.4772 6.9222
111 H 5.6257 -4.1744 1.4272
112 H 3.9261 3.5481 7.6625
113 H -4.6407 -0.3448 -8.1750
114 H 4.0015 5.0231 -2.2805
115 H -0.4719 0.3094 6.7735
116 H -1.8007 -3.3760 0.0952
117 H -5.8199 2.8224 -5.5449
118 H -6.4007 1.1317 -7.2710
119 H 2.5493 -3.1460 4.8091
120 H 4.7700 1.4962 1.8786
121 H -5.9634 2.6818 -1.9696
122 H 2.9296 -2.9087 -2.4748
123 H 3.0589 2.4874 3.5989
124 H -3.3460 -3.9301 7.2398
125 H -0.3589 4.5489 6.1912
126 H 0.9609 -2.5448 1.7352
127 H -0.1202 4.2170 3.7460
128 H -0.6076 -5.3747 -0.0657
129 H -6.2364 4.9355 -2.9622
130 H 5.1368 -1.8109 0.9697
131 H -6.5978 -0.1758 -4.7734
132 H -0.0380 1.9236 2.8264
133 H -0.5091 2.5988 7.6982
134 H -4.3141 -1.9203 6.1782
135 H 6.7586 -3.9440 4.8315
136 H 1.3027 0.9286 -4.2162
137 H -3.7410 0.3888 2.3336
138 H 3.4548 -0.7663 -1.5204
139 H 0.4727 -2.9952 5.5475
140 H 2.8631 -0.4818 6.6884
141 H 6.6984 2.3413 0.5615
142 H -4.8754 -0.0697 -3.0212
143 H -4.2511 6.3508 -3.3600
144 H -3.6802 -1.3077 -1.4838
145 H 3.6997 4.1933 5.2920
146 H 2.0615 6.5340 -2.5172
147 H 3.6437 2.6347 -1.7235
148 H -7.8814 -0.7398 -0.0297
149 H -3.4968 3.0540 -4.7846
150 H -6.2367 0.6598 1.2075
151 H 1.4412 -0.5674 -8.9176
152 H -0.4906 0.6892 -8.1103
153 H 1.5065 -6.5168 -0.7525
154 H 3.4941 1.2190 8.3683
155 H 0.8447 -1.7348 -1.7872
156 H -3.7209 1.8706 -1.3604
157 H -2.3416 -0.1634 -7.3835
158 H 4.4457 -4.6875 5.2549
159 H 3.3165 -1.0910 -7.4014
160 H 3.8169 -5.7185 2.0437
161 H 7.0154 1.6005 -1.7693
162 H -2.8916 -0.4541 4.7851
163 H 5.3178 -0.1340 3.5254
164 H -2.0251 5.5420 -2.8057

Cartesian forces (eV/Å) of the 2 atoms listed first:
-0.43 -0.72 0.29
-0.08 0.21 -0.09

=====

A structure of composition C25H35MoN6O2. Source: OMol25; level of theory: the ωB97M-V functional and the def2-TZVPD basis.

ΔE to the lowest compared entry with this formula, charge and spin (kcal per mole): 14.9
2S+1: 3
Electronic energy (Eh): -1520.8085
HOMO (alpha / beta) (Ha): -0.039 / -0.118
⟨S²⟩: 2.06
LUMO energy (alpha / beta) (Eh): 0.1035 / 0.1034
Net charge: -1
HOMO-LUMO gap (alpha / beta) (Eh): 0.1422 / 0.2212

CARTESIAN COORDINATES (ANGSTROEM)
1 Mo 0.2177 -0.1530 -0.5048
2 O 0.8791 -0.8797 -2.5404
3 O 1.0107 3.4235 -0.8098
4 N -1.2583 -0.0500 -2.2603
5 N -0.5029 3.6658 1.7159
6 N -1.1880 0.8600 0.8922
7 N 0.9942 1.2654 2.4525
8 N 2.1235 0.9384 -0.2035
9 N -0.5878 1.1964 -2.0873
10 C -0.9732 -2.3896 -2.7951
11 C 0.3743 -1.6799 0.4796
12 C -0.0675 0.5092 3.1061
13 C 0.7783 5.5132 -1.8781
14 C -2.0080 1.9500 -3.8920
15 C 0.0904 3.5271 3.0375
16 C -0.9771 2.1911 -2.8143
17 C 0.4419 -2.8812 1.1725
18 C 2.2051 0.4901 2.2360
19 C 1.2694 2.5641 3.0313
20 C 1.6748 -3.3696 1.7361
21 C 1.7238 -4.5360 2.4625
22 C 0.5799 -5.3170 2.6847
23 C -1.3589 0.3619 2.2652
24 C -2.7933 -3.8123 -3.4652
25 C -0.2058 -3.5121 -2.5010
26 C -0.7132 -3.7094 1.4034
27 C -0.6319 -4.8728 2.1285
28 C 0.4275 4.0360 -1.7536
29 C -0.4805 3.5277 -2.6756
30 C 2.9745 0.9218 0.9989
31 C -0.7368 -4.7785 -2.6776
32 C -0.3878 -1.0404 -2.5553
33 C -2.2683 -2.5421 -3.2756
34 C -2.0299 -4.9319 -3.1635
35 H 0.7855 -3.3647 -2.0938
36 H 3.4377 1.9037 1.1367
37 H -2.8539 -1.6571 -3.4878
38 H 1.8204 5.6025 -2.1934
39 H -2.1830 0.8909 2.7594
40 H 0.6970 5.9833 -0.8960
41 H 1.6378 2.4739 4.0718
42 H 2.0733 3.0240 2.4496
43 H -1.5314 -5.4647 2.2707
44 H 1.9113 -0.5479 2.0864
45 H 0.1915 3.7486 0.9699
46 H 0.4667 4.4736 3.4520
47 H 0.1452 6.0442 -2.5885
48 H 2.6784 -4.8619 2.8658
49 H 2.8821 0.5367 3.1087
50 H -0.6776 3.1693 3.7318
51 H 1.7899 1.8926 -0.4213
52 H 0.6318 -6.2366 3.2528
53 H -2.2844 2.8811 -4.3827
54 H -3.8025 -3.9297 -3.8415
55 H 2.6735 0.6475 -1.0071
56 H -2.4455 -5.9234 -3.2974
57 H 0.2990 -0.4915 3.3377
58 H -0.8741 4.2352 -3.3933
59 H -2.0820 0.7868 0.4125
60 H -1.1224 4.4631 1.6655
61 H -1.6603 -3.4002 0.9735
62 H -0.3212 0.9801 4.0634
63 H 2.5829 -2.8003 1.5633
64 H -0.9665 1.8606 0.9455
65 H -1.6147 -0.6956 2.2020
66 H 3.7806 0.2004 0.8492
67 H -0.1485 -5.6490 -2.4165
68 H -2.8951 1.4838 -3.4618
69 H -1.6173 1.2547 -4.6372

Cartesian forces (eV/Å) of the 2 atoms listed first:
-0.10 0.36 -0.11
0.00 -0.07 -0.04

=====

A structure of composition C32H28BN6O3RhS5Sb in a non-equilibrium geometry. Source: OMol25; level of theory: the ωB97M-V functional and the def2-TZVPD basis.

ΔE to the lowest compared entry with this formula, charge and spin (kcal per mole): 22.8
2S+1: 5
Electronic energy (Eh): -4156.9588
HOMO (alpha / beta) (Ha): -0.131 / -0.184
⟨S²⟩: 6.02
LUMO energy (alpha / beta) (Eh): 0.0199 / 0.0199
Net charge: -1
HOMO-LUMO gap (alpha / beta) (Eh): 0.1507 / 0.2044

CARTESIAN COORDINATES (ANGSTROEM)
1 Sb 2.4123 -20.0638 -8.3356
2 Rh 4.5215 -18.6510 -5.2054
3 S 4.0342 -21.0991 -10.2078
4 S 5.9290 -21.7089 -2.2354
5 S 8.0501 -23.8255 -6.6525
6 S 2.3426 -19.3325 -5.9639
7 S 5.2587 -18.2842 -7.4523
8 O 9.0040 -24.8487 -6.2316
9 O 8.3230 -22.5075 -6.1319
10 O 6.4338 -20.6059 -9.0816
11 N 3.7021 -17.1595 -4.1490
12 N 4.4613 -16.4747 -3.1032
13 N 6.5860 -17.7330 -3.0891
14 N 6.4703 -18.0489 -4.4669
15 N 4.6007 -19.9539 -3.5662
16 N 4.4958 -19.5238 -8.2976
17 C 2.8884 -20.7393 0.2453
18 C -0.5645 -19.6689 -8.5820
19 C 1.6409 -24.1854 -6.7640
20 C 2.6302 -19.6659 -1.9652
21 C 2.3236 -17.9806 -8.8912
22 C -0.9880 -21.8736 -10.1737
23 C 1.5112 -15.6929 -8.7623
24 C 2.9065 -24.5596 -6.3763
25 C 3.9533 -23.7329 -6.7144
26 C 0.3311 -21.4629 -9.9856
27 C 5.5629 -20.8512 -3.6072
28 C 1.9414 -15.4388 -10.0490
29 C 1.4429 -22.9642 -7.5000
30 C 7.8700 -18.0291 -2.6851
31 C 5.2349 -20.4300 -9.0983
32 C 2.7614 -16.3129 -4.5776
33 C 2.4316 -22.0788 -7.6316
34 C 0.4713 -20.3852 -9.1786
35 C 1.7609 -16.9487 -8.1614
36 C 2.8769 -15.0638 -3.9466
37 C 2.8807 -17.6951 -10.1188
38 C 2.1012 -20.0517 -0.7253
39 C 3.8789 -15.2174 -3.0110
40 C 2.6531 -16.4240 -10.7173
41 C 3.7167 -22.4999 -7.2493
42 C -2.1019 -21.2279 -9.5829
43 C 8.6416 -18.3770 -3.8069
44 C 4.5387 -21.0724 -1.4450
45 C -1.8605 -20.1423 -8.6826
46 C 7.7283 -18.3630 -4.8767
47 C 3.8121 -20.2589 -2.3830
48 C 4.1391 -21.2208 -0.1303
49 B 5.7064 -16.7920 -2.3361
50 H 3.0996 -25.3984 -5.7691
51 H 2.2839 -18.7553 -2.4405
52 H 1.4148 -17.0854 -7.1334
53 H 9.6800 -18.6210 -3.7688
54 H -2.6420 -19.5883 -8.2188
55 H 2.3108 -14.1621 -4.1288
56 H 6.2734 -15.7052 -2.1447
57 H 7.9622 -18.5760 -5.9271
58 H 4.1609 -14.5316 -2.1915
59 H 1.1844 -22.0246 -10.4306
60 H 4.7581 -21.7368 0.5734
61 H 6.2377 -21.1288 -4.3637
62 H 3.3999 -18.4922 -10.6440
63 H 0.4155 -22.7309 -7.7544
64 H 1.6533 -14.4889 -10.5015
65 H 8.2439 -18.0218 -1.6755
66 H 1.0777 -19.8274 -0.4980
67 H 4.9847 -24.0364 -6.4449
68 H 5.5568 -17.3018 -1.2080
69 H 3.0691 -16.2615 -11.7139
70 H 0.7804 -24.7824 -6.5449
71 H -3.0862 -21.6270 -9.7317
72 H 2.4741 -20.9527 1.1688
73 H 4.5331 -21.7753 -7.2844
74 H 1.9900 -16.6794 -5.2510
75 H -1.2394 -22.7046 -10.8639
76 H -0.3249 -18.7869 -7.9975
77 H 1.0585 -14.8913 -8.1902

Cartesian forces (eV/Å) of the 2 atoms listed first:
-0.12 1.17 0.76
-0.99 -1.72 -2.70

=====

A cluster of 2 separate species, C6H11N5 in total in a non-equilibrium geometry. Source: OMol25; level of theory: the ωB97M-V functional and the def2-TZVPD basis.

ΔE to the lowest compared entry with this formula, charge and spin (kcal per mole): 85.0
Electronic energy (Eh): -508.2704
HOMO (Ha): -0.631
LUMO energy (Eh): -0.3378
Net charge: +2
HOMO-LUMO gap (Eh): 0.2928

CARTESIAN COORDINATES (ANGSTROEM)
1 N 0.6598 -0.2786 -1.2894
2 N 2.7115 0.0687 2.5475
3 N -1.8681 0.3676 1.3004
4 N -1.0488 1.0583 -1.4496
5 N -2.3536 -0.0381 2.4561
6 C 0.6566 0.3533 -2.4494
7 C -0.3542 1.2359 -2.5857
8 C 1.6329 -0.0233 2.1334
9 C -0.3997 0.1597 -0.6304
10 C 1.4308 -1.4465 -0.9992
11 C -0.8074 -0.1658 0.7178
12 H 3.6892 0.0541 3.0276
13 H -3.2205 0.4572 2.6645
14 H 1.4853 0.2213 -3.1340
15 H -1.8486 1.7311 -1.1813
16 H -1.8008 -0.2285 3.2722
17 H 0.8820 -2.0711 -0.3063
18 H 1.4188 -1.9126 -2.1192
19 H -0.1792 -0.8502 1.3225
20 H -0.6901 1.7431 -3.4530
21 H -2.4748 0.9327 0.8244
22 H 2.4787 -1.3681 -0.6688

Cartesian forces (eV/Å) of the 2 atoms listed first:
-1.02 0.87 1.35
2.22 -0.21 1.26

=====

An isolated molecule of C4H7FN2 in a non-equilibrium geometry. Source: OMol25; level of theory: the ωB97M-V functional and the def2-TZVPD basis.

ΔE to the lowest compared entry with this formula, charge and spin (kcal per mole): 15.6
2S+1: 3
Electronic energy (Eh): -365.7737
HOMO (alpha / beta) (Ha): -0.169 / -0.348
⟨S²⟩: 2.01
LUMO energy (alpha / beta) (Eh): 0.0342 / -0.0459
HOMO-LUMO gap (alpha / beta) (Eh): 0.2030 / 0.3023

CARTESIAN COORDINATES (ANGSTROEM)
1 F -1.5097 1.4693 1.8668
2 N -1.2755 -0.5426 -0.5193
3 N -0.0367 -0.3230 -0.3237
4 C -1.3464 1.4875 0.5259
5 C 0.8717 -1.4075 -0.3390
6 C -2.0722 0.3531 -0.1552
7 C 0.1800 1.0119 0.3292
8 H 1.3800 -1.5279 -1.2230
9 H 1.6466 -1.1803 0.3826
10 H 0.8441 1.7509 -0.2249
11 H -1.4817 2.5565 0.1260
12 H 0.2759 -2.3771 -0.1104
13 H 0.5626 0.7123 1.3543
14 H -3.1962 0.3467 -0.3786

Cartesian forces (eV/Å) of the 2 atoms listed first:
-0.73 0.65 2.29
1.62 -9.40 -4.13

=====

A cluster of 2 separate species, C3H8O2S in total in a non-equilibrium geometry. Source: OMol25; level of theory: the ωB97M-V functional and the def2-TZVPD basis.

ΔE to the lowest compared entry with this formula, charge and spin (kcal per mole): 23.7
SMILES: O=CO.CCS
Electronic energy (Eh): -667.7431
HOMO (Ha): -0.340
LUMO energy (Eh): 0.0242
HOMO-LUMO gap (Eh): 0.3639

CARTESIAN COORDINATES (ANGSTROEM)
1 S -0.5374 -1.4317 -0.3669
2 O -0.1933 0.8396 1.8458
3 O -1.4060 1.6707 0.2265
4 C 1.7575 0.1407 -0.9525
5 C 1.1290 -1.2631 -0.9902
6 C -0.4674 1.7219 0.9271
7 H -0.6967 0.0538 1.4304
8 H 1.1510 0.8895 -1.4430
9 H 2.1224 0.4544 0.0425
10 H 0.0555 2.7058 0.8904
11 H 1.2069 -1.6809 -2.0018
12 H 2.5569 0.0653 -1.6675
13 H -1.1759 -1.4420 -1.5760
14 H 1.6581 -1.8185 -0.2902

Cartesian forces (eV/Å) of the 2 atoms listed first:
-1.05 -0.49 -0.84
0.14 -2.25 -0.35